Entry 1:
Formula: ClH10NO3Zn
Source: OMol25
Level of theory: ωB97M-V/def2-TZVPD

total charge	+2
highest occupied orbital energy	-16.86	eV
spin multiplicity	1
ΔE to the lowest compared entry with this formula, charge and spin	0.000	eV
LUMO	-13.3618	eV
molecular weight	172.93	g mol⁻¹
orbital gap	3.50	eV

Each line ends with the Löwdin charge.
Geometry (Å):
Zn -1.9233 -0.1734 -2.8996  1.19
N -0.8182 -2.6647 0.7155  0.32
H -1.7321 -3.0714 0.9465  0.17
H -0.0242 -3.0402 1.2451  0.17
H -0.9978 -1.6606 0.8061  0.08
H -0.5481 -2.9599 -0.2274  0.15
Cl -0.5054 0.4187 -0.9346  0.17
O 1.0911 -0.1740 1.9703  -0.03
H 1.4806 -1.0012 2.2791  0.05
H 0.6192 -0.3879 1.1606  -0.09
O 2.4567 1.7265 -1.0484  -0.04
H 2.9472 0.9377 -0.7908  0.05
H 1.5289 1.4780 -0.9993  -0.10
O -1.4202 3.5184 -0.4255  -0.06
H -1.2540 4.2606 -1.0186  0.06
H -0.9004 2.7935 -0.7788  -0.09

---

Entry 2:
Formula: C18H26CaN3O8P2
Source: OMol25
Level of theory: ωB97M-V/def2-TZVPD

total charge	+1
highest occupied orbital energy (spin up / spin down)	-12.57 / -12.57	eV
spin multiplicity	1
ΔE to the lowest compared entry with this formula, charge and spin	1.848	eV
LUMO (spin up / spin down)	-5.3322 / -7.8992	eV
molecular weight	514.45	g mol⁻¹
orbital gap (spin up / spin down)	7.24 / 4.67	eV

Each line ends with the Löwdin charge.
Geometry (Å):
Ca 0.0663 -0.8055 -0.1639  1.17
P -2.5679 -0.0125 -1.2288  0.84
C -2.2569 0.5572 -2.9625  -0.31
C -0.7949 0.8781 -3.2961  -0.30
N 0.2887 0.5519 -2.5452  0.06
C 1.5000 0.9720 -3.0014  -0.32
C 1.6693 1.7633 -4.1437  -0.02
C 0.5499 2.0656 -4.9106  -0.02
C -0.6796 1.6071 -4.4768  -0.03
C 2.7835 0.6804 -2.2427  -0.29
P 2.7295 -0.9220 -1.2583  0.83
H -1.6127 1.8539 -4.9921  0.13
H 2.6851 2.0331 -4.4511  0.13
H 0.6271 2.6733 -5.8089  0.12
H 3.6455 0.5948 -2.9415  0.10
H 3.0399 1.4991 -1.5223  0.11
H -2.7231 -0.0726 -3.7028  0.09
H -2.8419 1.4877 -3.0527  0.08
H -1.6533 -3.3915 -3.5720  0.00
O -1.3309 -3.4195 -4.4976  -0.07
H -0.5406 -2.8677 -4.5554  0.03
H -0.9356 -4.7510 -1.5839  0.20
O -0.1212 -2.8669 0.1087  -0.14
H -0.4267 -3.6130 -0.4556  -0.04
C 3.1490 -2.1081 -2.5951  -0.27
H 3.9460 -1.7407 -3.2618  0.06
H 3.4623 -3.0329 -2.0900  0.05
H 2.2364 -2.3358 -3.1584  0.03
C 4.2939 -0.7537 -0.3417  -0.26
H 4.3090 -1.5929 0.3543  0.05
H 5.1696 -0.7821 -0.9900  0.06
H 4.2735 0.1677 0.2398  0.05
C -3.4615 1.5116 -0.7958  -0.26
H -4.5254 1.4082 -0.9981  0.05
H -3.3082 1.6830 0.2695  0.04
H -3.0735 2.3514 -1.3751  0.05
C -4.0038 -1.1371 -1.5097  -0.28
H -4.2493 -1.5802 -0.5299  0.05
H -4.8775 -0.5772 -1.8773  0.05
H -3.7242 -1.9452 -2.2089  0.04
O 0.9530 -0.6711 1.9393  -0.17
C 0.1400 0.2323 2.3144  -0.63
O -0.5881 0.8698 1.4875  -0.13
C 0.0219 0.5209 3.7587  -0.11
C -0.7402 1.6024 4.2165  0.10
C -0.8082 1.8612 5.5934  -0.11
C -0.1176 1.0434 6.5152  0.12
C 0.6471 -0.0350 6.0321  -0.11
C 0.7246 -0.2870 4.6499  0.10
N 1.3383 -0.8823 6.9662  -0.31
O 1.2397 -0.6499 8.1931  0.08
O 2.0054 -1.8252 6.4846  0.07
N -1.5871 2.9791 6.0635  -0.31
O -2.1866 3.6862 5.2196  0.07
O -1.6188 3.1690 7.3028  0.08
H -1.2786 2.2159 3.5046  0.13
H -0.1819 1.2626 7.5736  0.13
H 1.3214 -1.1235 4.3103  0.13

---

Entry 3:
Formula: C4H8O
Source: OMol25
Level of theory: ωB97M-V/def2-TZVPD

highest occupied orbital energy	-9.66	eV
SMILES string	C=CC=O.C
spin multiplicity	1
ΔE to the lowest compared entry with this formula, charge and spin	2.200	eV
LUMO	0.1607	eV
molecular weight	72.11	g mol⁻¹
orbital gap	9.82	eV

Each line ends with the Löwdin charge.
Geometry (Å):
C 0.0537 1.0185 0.5766  -0.03
C -1.0688 0.9152 -0.1425  -0.15
C -0.9121 0.6574 -1.5837  -0.28
O 0.1597 0.3918 -2.0955  0.02
H 0.0892 1.0150 1.6613  0.09
H 1.0085 1.0338 0.0578  0.09
H -2.0505 0.8740 0.3170  0.10
H -1.8281 0.7011 -2.1998  0.11
C 0.9366 -1.3258 0.6895  -0.05
H 1.4876 -1.3926 -0.2517  0.04
H 0.4993 -2.2578 1.0232  0.03
H 1.5776 -0.8950 1.4742  0.05
H 0.0473 -0.7355 0.4736  -0.03

---

Entry 4:
Formula: C22H66O11
Source: OMol25
Level of theory: ωB97M-V/def2-TZVPD

highest occupied orbital energy	-9.59	eV
SMILES string	CCO.CCO.CCO.CCO.CCO.CCO.CCO.CCO.CCO.CCO.CCO
spin multiplicity	1
ΔE to the lowest compared entry with this formula, charge and spin	3.941	eV
LUMO	0.3000	eV
molecular weight	506.76	g mol⁻¹
orbital gap	9.89	eV

Each line ends with the Löwdin charge.
Geometry (Å):
C 7.2529 -12.6977 19.5865  -0.08
C 5.7286 -12.7605 19.4123  -0.29
O 5.2750 -14.1105 19.5068  -0.10
H 7.6328 -11.6729 19.5838  0.06
H 7.7460 -13.2663 18.7990  0.08
H 7.5850 -13.0714 20.6070  0.09
H 5.4565 -12.3820 18.3864  0.12
H 5.1309 -12.1728 20.0916  0.11
H 5.2984 -14.4722 20.3847  0.09
C -0.7405 -10.4490 23.5248  -0.10
C -1.2185 -10.8605 24.8933  -0.33
O -0.2218 -10.6858 25.8716  -0.07
H 0.0576 -11.0888 23.1625  0.07
H -0.2537 -9.4679 23.6452  0.07
H -1.5030 -10.3291 22.7699  0.06
H -1.5443 -11.8632 24.8968  0.10
H -2.1144 -10.2609 25.1267  0.11
H 0.0732 -9.8017 26.1047  0.09
C 2.5636 -10.6672 14.4767  -0.07
C 3.3490 -11.5509 15.3784  -0.27
O 2.6198 -11.6721 16.6345  -0.09
H 2.5297 -10.8581 13.4662  0.05
H 2.6826 -9.6234 14.6138  0.05
H 1.5173 -10.8314 14.8721  0.09
H 4.3591 -11.1601 15.5815  0.11
H 3.4577 -12.5046 14.9088  0.10
H 2.9038 -12.4670 17.0564  0.03
C 4.5550 -16.6995 16.6911  -0.09
C 3.2843 -15.9709 17.2369  -0.29
O 3.4450 -14.5586 17.4037  -0.14
H 4.9381 -16.1115 15.8117  0.09
H 4.3818 -17.7640 16.5421  0.06
H 5.3533 -16.6273 17.4334  0.05
H 2.9958 -16.3500 18.2452  0.12
H 2.5089 -16.1206 16.4853  0.10
H 3.9715 -14.3326 18.2310  0.06
C 7.0181 -5.1817 15.2433  -0.07
C 5.7539 -6.0599 15.3244  -0.24
O 4.9209 -5.3863 16.3815  -0.14
H 7.6896 -5.7474 14.6808  0.06
H 7.4123 -5.0445 16.1956  0.05
H 6.7076 -4.2476 14.9232  0.06
H 5.8438 -7.1894 15.5716  0.12
H 5.2163 -5.9859 14.3943  0.09
H 3.9652 -5.5864 16.1932  0.07
C -1.5193 -10.2757 15.7472  -0.07
C -2.1047 -9.0048 15.2823  -0.32
O -2.4106 -8.0415 16.3076  -0.10
H -0.4333 -10.2413 15.8944  0.05
H -1.7517 -11.0258 14.9300  0.10
H -2.0059 -10.6015 16.6796  0.07
H -3.0669 -9.1499 14.8665  0.10
H -1.5710 -8.5271 14.4987  0.10
H -1.5652 -7.6808 16.6210  0.03
C 1.0726 -6.3687 15.0612  -0.08
C 0.5805 -6.0691 16.4315  -0.30
O -0.0080 -7.1973 17.0395  -0.10
H 0.2094 -6.4139 14.3603  0.08
H 1.6404 -7.2990 14.9133  0.07
H 1.7488 -5.5514 14.6301  0.10
H -0.2180 -5.3499 16.4799  0.11
H 1.4463 -5.7558 16.9953  0.10
H 0.6397 -7.9037 16.9554  0.06
C 5.7630 -8.1049 19.4643  -0.08
C 5.8852 -8.9472 18.2304  -0.34
O 4.7772 -8.8620 17.3931  -0.06
H 5.4285 -7.0879 19.2306  0.08
H 6.6799 -8.0322 20.0418  0.07
H 4.9254 -8.5055 20.0941  0.08
H 6.1464 -9.9771 18.4741  0.08
H 6.6999 -8.5718 17.5953  0.11
H 3.9756 -8.7673 17.8618  0.02
C -0.8059 -3.3232 18.9320  -0.09
C 0.5116 -3.6632 19.6111  -0.29
O 1.6338 -3.0950 18.8604  -0.13
H -1.5865 -3.7094 19.5959  0.08
H -0.8757 -3.7470 17.9400  0.05
H -0.8608 -2.2425 18.8566  0.07
H 0.6502 -4.7325 19.5595  0.09
H 0.5175 -3.2657 20.6673  0.12
H 1.5234 -2.1094 18.7277  0.10
C -5.0023 -9.4777 19.9788  -0.09
C -4.1335 -10.1647 18.9321  -0.33
O -4.3883 -9.7396 17.6084  -0.08
H -4.6822 -8.3897 20.0645  0.09
H -4.8118 -9.9435 20.9099  0.04
H -6.0804 -9.4618 19.9010  0.06
H -4.2521 -11.2490 18.9170  0.10
H -3.0373 -10.0021 19.1638  0.12
H -3.7272 -9.1031 17.3651  0.02
C 1.3600 -8.1181 20.0318  -0.07
C 1.5851 -9.4043 19.2939  -0.24
O 1.9481 -8.9911 17.9146  -0.15
H 2.1498 -7.4505 19.7255  0.08
H 1.2940 -8.2166 21.0808  0.06
H 0.4322 -7.6570 19.6578  0.08
H 0.7901 -10.1335 19.1925  0.11
H 2.4014 -10.0406 19.6550  0.11
H 2.1186 -9.8659 17.4752  0.07

---

Entry 5:
Formula: C30H60As3NO6STi
Source: OMol25
Level of theory: ωB97M-V/def2-TZVPD

total charge	-1
highest occupied orbital energy (spin up / spin down)	-4.73 / -5.18	eV
spin multiplicity	2
<S²>	0.753
ΔE to the lowest compared entry with this formula, charge and spin	1.075	eV
LUMO (spin up / spin down)	2.5990 / 2.5989	eV
molecular weight	835.51	g mol⁻¹
orbital gap (spin up / spin down)	7.33 / 7.78	eV

Each line ends with the Löwdin charge.
Geometry (Å):
Ti 1.4452 0.1595 -0.2402  1.05
C 3.3776 -2.0328 0.0489  -0.03
C 2.7209 -1.9334 -1.1943  -0.16
C 1.3053 -2.0108 -0.9379  -0.25
C 1.1743 -2.0791 0.5010  -0.12
C 2.4508 -2.1565 1.0841  -0.21
C 2.7869 -2.4518 2.5321  -0.54
C 3.2384 -3.9183 2.6008  -0.05
C 1.5654 -2.2717 3.4274  -0.05
C 3.9286 -1.5653 3.0372  -0.04
C 0.1426 -2.6012 -1.7628  -0.51
C 0.0110 -2.1321 -3.2134  -0.05
C -1.2058 -2.2936 -1.0882  -0.07
C 0.3217 -4.1273 -1.7608  -0.04
C 3.5119 -1.7685 -2.4969  -0.52
C 3.5214 -3.0780 -3.2969  -0.05
C 2.9797 -0.6214 -3.3631  -0.04
C 4.9747 -1.4236 -2.1822  -0.07
H 4.4421 -1.9453 0.1950  0.11
H 0.2484 -2.3228 0.9984  0.09
H 2.4543 -4.5869 2.2375  0.08
H 3.4785 -4.1942 3.6318  0.08
H 4.1269 -4.0790 1.9883  0.08
H 0.7664 -2.9634 3.1504  0.07
H 1.1760 -1.2559 3.3675  0.07
H 1.8326 -2.4654 4.4694  0.09
H 4.8309 -1.7219 2.4424  0.08
H 4.1648 -1.8222 4.0743  0.08
H 3.6720 -0.5092 2.9934  0.06
H -0.1677 -1.0593 -3.2815  0.07
H -0.8466 -2.6418 -3.6622  0.08
H 0.8791 -2.3824 -3.8189  0.05
H -1.3289 -1.2329 -0.8616  0.03
H -1.3420 -2.8636 -0.1676  0.07
H -2.0156 -2.5797 -1.7655  0.08
H 1.2526 -4.4293 -2.2417  0.07
H -0.5070 -4.6088 -2.2892  0.08
H 0.3413 -4.5053 -0.7366  0.09
H 2.5339 -3.3557 -3.6600  0.05
H 3.8934 -3.9010 -2.6826  0.09
H 4.1784 -2.9808 -4.1664  0.08
H 1.9329 -0.7400 -3.6239  0.06
H 3.5594 -0.5637 -4.2898  0.09
H 3.0793 0.3295 -2.8364  0.07
H 5.4925 -2.2503 -1.6926  0.08
H 5.0476 -0.5448 -1.5397  0.09
H 5.5006 -1.2114 -3.1166  0.08
C -0.1447 4.6734 0.8847  -0.31
As -1.3203 3.3293 0.0704  1.14
C -2.1788 4.5389 -1.2093  -0.32
C -2.6781 3.4380 1.5236  -0.36
C -3.8368 2.4210 1.6060  -0.68
C -4.9531 3.0967 2.4266  -0.09
C -3.4377 1.1564 2.3811  -0.38
As -1.7320 0.2332 1.9775  1.12
C -0.7520 0.9129 3.5436  -0.30
C -2.2758 -1.4748 2.7710  -0.33
C -4.4502 2.1100 0.2266  -0.37
As -3.5526 0.8088 -0.9825  1.10
C -4.6795 -0.7353 -0.5409  -0.33
C -4.5723 1.3415 -2.5619  -0.34
H -0.7222 5.4866 1.3313  0.02
H 0.5080 5.0750 0.1079  0.02
H 0.4808 4.1946 1.6372  0.01
H -2.7368 5.3298 -0.7021  0.02
H -2.8394 3.9903 -1.8774  -0.01
H -1.3907 4.9851 -1.8177  0.01
H -3.0874 4.4517 1.4417  0.07
H -2.1157 3.4115 2.4610  0.06
H -4.5647 3.4634 3.3800  0.08
H -5.7607 2.3901 2.6347  0.08
H -5.3725 3.9447 1.8794  0.08
H -4.2338 0.4105 2.2881  0.06
H -3.3707 1.3907 3.4498  0.07
H -1.2166 0.5189 4.4509  0.03
H -0.8139 2.0003 3.5378  0.02
H 0.3026 0.6568 3.5007  -0.01
H -2.9739 -1.3081 3.5941  0.02
H -1.3881 -1.9772 3.1539  0.00
H -2.7400 -2.1182 2.0235  0.00
H -4.5318 3.0418 -0.3398  0.06
H -5.4741 1.7390 0.3563  0.07
H -4.4897 -1.0785 0.4749  0.00
H -4.4309 -1.5479 -1.2237  0.01
H -5.7373 -0.4804 -0.6407  0.02
H -4.0851 2.1795 -3.0568  0.01
H -5.5964 1.6088 -2.2905  0.02
H -4.5860 0.5043 -3.2608  0.02
N 2.2508 2.3700 -1.7040  0.02
C 1.1881 2.5804 -2.6660  -0.18
C 0.0147 1.6316 -2.4809  -0.66
O -0.9915 1.7614 -3.1444  0.02
O 0.2096 0.6613 -1.6165  -0.20
H 2.0149 2.8287 -0.8238  0.04
H 3.1157 2.8252 -1.9705  0.10
H 1.5615 2.3698 -3.6733  0.12
H 0.7743 3.5960 -2.6819  0.11
O 2.6846 1.4896 2.9263  -0.31
S 2.5404 1.8500 1.5394  0.33
O 3.0020 3.1713 1.1790  -0.32
O 1.0800 1.6609 1.0831  -0.53
O 3.1588 0.7841 0.6132  -0.42